# 1
ORCA calculation (ωB97M-V/def2-TZVPD) on C12H10PdSe6 as an isolated structure.

```
29
Properties=species:S:1:pos:R:3:mulliken_charge:R:1
Pd 0.01254 0.59672 0.61049 0.247
Se 1.14397 0.60223 2.78225 -0.220
Se 1.74489 2.62675 3.59347 -0.435
Se -1.86154 3.44990 2.69501 -0.431
Se -1.17780 2.73632 0.66366 -0.222
Se 1.46505 -1.35329 0.12603 -0.239
C 3.24508 -0.68112 0.13466 0.010
C 4.29903 -1.59002 -0.02410 -0.505
C 5.61902 -1.16818 -0.04686 -0.397
C 5.93029 0.17972 0.08838 -0.383
C 4.89371 1.09097 0.24137 -0.634
C 3.57117 0.67322 0.25986 -0.192
H 4.06772 -2.64445 -0.12556 0.278
H 6.41000 -1.90183 -0.16692 0.305
H 6.96108 0.51546 0.07748 0.332
H 5.11029 2.14756 0.35396 0.330
H 2.77415 1.39491 0.38081 0.632
Se -1.45499 0.08784 -1.33697 -0.240
C -3.23881 0.10398 -0.67488 -0.022
C -4.28911 -0.04798 -1.58773 -0.507
C -5.61096 -0.06445 -1.16962 -0.392
C -5.92633 0.07079 0.17697 -0.381
C -4.89216 0.21660 1.09285 -0.640
C -3.56875 0.22804 0.67912 -0.199
H -4.05767 -0.14897 -2.64216 0.280
H -6.40093 -0.17914 -1.90518 0.305
H -6.95864 0.06514 0.50795 0.332
H -5.11123 0.32882 2.14894 0.332
H -2.77236 0.34246 1.40203 0.659
```

The value obtained for the HOMO-LUMO gap (alpha / beta) is 6.1 / 5.8 eV. As for the total energy: -14999.87550 a.u. Its max |F| is 0.3 eV Å⁻¹. As for the multiplicity: 3. Its net charge is -2.

---

# 2
ORCA calculation (ωB97M-V/def2-TZVPD) on C12H11AsN5ReS6 as an isolated structure at a distorted geometry.

```
36
Properties=species:S:1:pos:R:3:mulliken_charge:R:1
Re -0.47208 -0.30911 1.06673 0.815
N -0.99501 -2.95164 -1.11742 -0.307
C 0.26523 -2.74800 -0.73832 0.324
N 0.64493 -1.76453 0.07666 0.120
C 2.03791 -1.72822 0.22376 -0.285
C 2.69262 -2.70794 -0.41875 -0.124
S 1.58004 -3.71011 -1.29293 -0.112
C 2.50230 -0.61727 1.03483 -0.147
C 3.72032 -0.28503 1.48889 -0.250
S 3.65575 1.19319 2.39073 -0.117
C 1.95949 1.28867 2.13066 0.574
N 1.47796 0.26258 1.42374 -0.182
N 1.20417 2.28559 2.58576 -0.326
H -1.71848 -2.31773 -0.81972 0.116
H -1.24167 -3.69878 -1.74462 0.231
H 3.75242 -2.89522 -0.46858 0.457
H 4.65664 -0.79910 1.34839 0.461
H 1.60935 3.05657 3.09104 0.256
H 0.25682 2.38152 2.25604 0.106
S 0.57659 -2.70905 3.08690 0.047
As -1.54178 -3.12049 3.57105 0.491
S -1.47935 0.19680 3.08100 -0.128
S -0.37511 -4.35273 2.17417 -0.079
S -2.39045 -1.42926 2.17350 -0.162
N -1.03618 0.66899 -0.17726 -0.276
C -1.46431 1.49359 -1.21606 0.755
C -2.32970 2.55038 -0.93015 -0.364
C -2.73281 3.36778 -1.97096 -0.598
C -2.27980 3.12816 -3.26273 -0.458
C -1.42212 2.06704 -3.53223 -0.677
C -1.00537 1.23490 -2.50929 -0.230
H -2.68158 2.71205 0.07990 0.429
H -3.40431 4.19237 -1.77559 0.396
H -2.60183 3.77244 -4.06948 0.416
H -1.07996 1.88937 -4.54234 0.398
H -0.34065 0.40226 -2.69730 0.429
```

The energy relative to the best compared isomer or geometry (same formula, charge and spin) comes out at 7.77 kJ/mol. The value obtained for the HOMO-LUMO gap is 7.6 eV. As for the total energy: -5440.43975 a.u. Its max |F| is 1.1 eV Å⁻¹. As for the multiplicity: 1. Its net charge is +2.

---

# 3
ORCA calculation (ωB97M-V/def2-TZVPD) on an isolated ion of composition C12H11BrNO and charge +1 at a distorted geometry.

```
26
Properties=species:S:1:pos:R:3:mulliken_charge:R:1
C 2.79220 -1.24542 -0.75288 -1.494
C 1.33186 -1.02355 -0.57901 1.338
C 0.34535 -1.95520 -0.62978 -1.053
C -0.86428 -1.52998 -0.10828 0.437
N -1.10070 -0.29803 0.46982 -0.045
C -0.20746 0.70591 0.26606 0.270
C -0.41999 1.97923 0.75559 -0.418
C 0.40829 2.99056 0.34926 -0.614
C 1.48949 2.71872 -0.41575 -0.713
C 1.88306 1.40098 -0.73591 -0.735
C 1.02849 0.32178 -0.40307 0.819
C -2.72739 -0.30936 0.87257 -0.178
Br -3.70673 0.55069 -0.56977 0.007
C -2.88455 -1.80598 0.78365 -0.494
O -1.78953 -2.41482 0.08009 -0.351
H 3.29881 -0.90937 0.19671 0.363
H 2.97293 -2.27815 -0.95025 0.383
H 3.07899 -0.61528 -1.66977 0.359
H 0.52163 -2.96676 -0.75314 0.519
H -1.32700 2.26297 1.30429 0.305
H 0.48831 3.93413 0.88950 0.386
H 2.03038 3.50605 -0.91964 0.395
H 2.75155 1.23976 -1.23656 0.398
H -2.84048 0.23528 1.80383 0.440
H -2.76143 -2.41134 1.72522 0.299
H -3.79181 -2.08283 0.22719 0.376
```

The energy relative to the best compared isomer or geometry (same formula, charge and spin) comes out at 0.00 kJ/mol. The value obtained for the HOMO-LUMO gap is 8.5 eV. Its SMILES is Cc1cc2[n+](c3ccccc13)[C@@H](Br)CO2. As for the total energy: -3167.60152 a.u. Its max |F| is 4.2 eV Å⁻¹. As for the multiplicity: 1. Its net charge is +1.

---

# 4
ORCA calculation (ωB97M-V/def2-TZVPD) on a 6-piece molecular cluster, C12H11Cl15FN2O2 overall at a distorted geometry.

```
43
Properties=species:S:1:pos:R:3:mulliken_charge:R:1
O 6.99014 -4.52932 1.80104 -0.340
C 5.99118 -4.42156 1.21067 0.564
F 5.49522 -3.22178 0.88036 -0.208
N 5.16385 -5.50729 0.79303 -0.210
C 4.09704 -5.71464 1.75431 0.020
O 4.20551 -6.41620 2.69417 -0.358
C 2.81413 -4.93629 1.48214 0.292
C 1.81868 -5.46766 0.69351 -0.191
C 0.68114 -4.69944 0.46266 -0.536
C 0.57849 -3.43617 1.01874 0.227
C 1.60614 -2.96025 1.80039 -0.235
N 2.70478 -3.70583 2.01943 0.108
H 4.71551 -5.18657 -0.06861 0.345
H 1.91062 -6.44536 0.24922 0.470
H -0.10464 -5.07895 -0.17049 0.482
H -0.28121 -2.78996 0.85677 -0.151
H 1.58282 -1.97461 2.24042 0.387
H 3.46815 -3.34823 2.58143 0.294
C -1.60786 0.30689 1.39460 0.536
Cl 0.02417 0.47788 2.06046 -0.131
Cl -2.00082 -1.40814 1.15474 -0.185
Cl -2.79131 1.07178 2.43361 -0.054
H -1.62619 0.79400 0.42907 -0.136
C -2.32549 0.69565 6.62773 0.024
Cl -3.84788 1.01743 5.79582 -0.118
Cl -2.45680 -0.74499 7.63259 -0.118
Cl -1.00144 0.52750 5.46678 -0.088
H -2.10536 1.53823 7.26930 0.306
C 0.43067 2.16353 -2.18032 -0.012
Cl 0.19919 1.89235 -3.90105 -0.110
Cl -1.09673 2.59586 -1.40876 -0.065
Cl 1.15761 0.73739 -1.41538 -0.106
H 1.11415 2.99275 -2.05455 0.310
C -3.49514 5.80489 -2.71843 0.053
Cl -1.87537 5.68469 -3.40641 -0.109
Cl -4.69425 6.12983 -3.96928 -0.121
Cl -3.91119 4.33236 -1.83519 -0.135
H -3.50485 6.63074 -2.02002 0.307
C -3.68011 7.28257 -7.45708 0.289
Cl -3.62837 9.04098 -7.33952 -0.118
Cl -4.20288 6.77502 -9.06274 -0.123
Cl -2.11083 6.58205 -7.05737 -0.113
H -4.40049 6.91885 -6.73782 0.062
```

The value obtained for the HOMO-LUMO gap is 7.3 eV. As for the total energy: -7726.32223 a.u. Its max |F| is 1.6 eV Å⁻¹. As for the multiplicity: 1. Its net charge is +1.

---

# 5
ORCA calculation (ωB97M-V/def2-TZVPD) on C12H11ClN2O3 in the gas phase at a distorted geometry.

```
29
Properties=species:S:1:pos:R:3:mulliken_charge:R:1
C -4.38890 -1.93898 -0.26322 -1.701
C -2.93261 -1.31647 -0.31257 0.920
C -1.79425 -1.88790 -0.77919 -0.457
C -0.64848 -1.42378 -0.75052 -0.015
C -0.53491 -0.27365 -0.39296 -0.105
N 0.77622 0.43498 -0.21498 0.300
N 1.66499 -0.21791 -0.03897 -0.265
C 2.81737 0.05226 0.07013 0.128
C 3.97930 -1.26886 0.23692 0.281
O 5.13598 -0.74959 0.61850 -0.640
O 3.47935 -2.34499 0.09766 -0.273
C 3.35572 1.23443 0.33448 -0.437
C 2.38465 2.13563 -0.57798 -0.484
C 1.06462 1.92867 -0.55552 0.413
O 0.03022 2.65185 -0.55175 -0.581
C -1.72385 0.50809 0.27916 -0.588
C -3.00012 -0.14214 0.34675 0.014
Cl -4.29856 0.88824 0.64184 -0.200
H -5.10634 -1.52702 -0.95972 0.388
H -4.34873 -2.78145 -0.79086 0.511
H -4.94115 -2.02479 0.76660 0.275
H -1.97272 -2.96140 -1.14195 0.186
H 0.16524 -1.75668 -1.30533 0.498
H 4.13731 -3.00022 0.48442 0.418
H 3.16945 1.83787 1.37350 0.232
H 4.31212 1.56914 0.21307 0.370
H 2.63568 1.96511 -1.79107 0.216
H 2.40377 3.35985 -0.35672 0.285
H -1.63146 1.62112 0.51935 0.310
```

The energy relative to the best compared isomer or geometry (same formula, charge and spin) comes out at 1200.18 kJ/mol. The value obtained for the HOMO-LUMO gap is 8.3 eV. Its SMILES is Cc1ccc(N2N=C(C(=O)O)CCC2=O)cc1Cl. As for the total energy: -1258.88971 a.u. Its max |F| is 18.6 eV Å⁻¹. As for the multiplicity: 1.

---

# 6
ORCA calculation (ωB97M-V/def2-TZVPD) on C12H11ClO2 as an isolated structure at a distorted geometry.

```
26
Properties=species:S:1:pos:R:3:mulliken_charge:R:1
C -2.53288 0.53738 2.63569 -0.703
C -2.34259 1.03588 1.33710 -0.466
C -1.45034 -0.03559 3.31026 -0.758
C -1.12166 0.91958 0.71909 -0.282
C -0.23081 -0.12752 2.69216 -0.379
C -0.06074 0.32253 1.37127 0.441
C 1.00621 -1.08535 -1.21666 0.378
C 1.25102 0.19505 -0.82144 0.173
C 1.03279 -1.74406 0.08383 0.182
C 1.22208 0.05732 0.70694 1.014
C 0.90330 -1.78145 -2.53447 -1.378
C 0.90170 1.41667 -2.71345 -1.159
O 0.77293 -2.75662 0.65519 -0.563
O 1.24155 1.43070 -1.32557 -0.379
Cl 2.70547 0.25883 1.46552 -0.244
H -3.36183 0.85803 3.14751 0.417
H -3.08439 1.49682 0.66866 0.333
H -1.52887 -0.38349 4.20304 0.619
H -1.11712 1.43460 -0.22452 0.280
H 0.54865 -0.50436 3.34391 0.305
H -0.11730 -2.22956 -2.54603 0.279
H 1.64405 -2.64139 -2.58763 0.345
H 1.06374 -1.08786 -3.33220 0.391
H 0.63839 2.51358 -2.87123 0.255
H 0.18931 0.76511 -2.93476 0.516
H 1.82732 1.13518 -3.23219 0.384
```

The energy relative to the best compared isomer or geometry (same formula, charge and spin) comes out at 93.78 kJ/mol. The value obtained for the HOMO-LUMO gap is 8.4 eV. As for the total energy: -1074.41688 a.u. Its max |F| is 6.3 eV Å⁻¹. As for the multiplicity: 1.

---

# 7
ORCA calculation (ωB97M-V/def2-TZVPD) on C12H11Co2N2O6 as an isolated structure at a distorted geometry.

```
33
Properties=species:S:1:pos:R:3:mulliken_charge:R:1
C 1.92524 -1.83677 -0.13853 -0.762
N 0.80079 -0.92621 -0.26031 0.410
C -0.37438 -1.44443 -0.92986 -0.849
N 0.68531 -0.04352 0.73077 -0.507
C -0.25491 0.84817 0.77395 -0.594
H 2.18377 -2.19116 -1.14262 0.280
H 2.77499 -1.30609 0.30200 0.276
H 1.68327 -2.71578 0.48352 0.304
H -0.02915 -1.89319 -1.87101 0.314
H -0.87059 -2.23567 -0.33732 0.293
H -1.08040 -0.63436 -1.13648 0.302
H -0.13178 1.64678 1.51132 0.258
H -1.11299 0.89104 0.08594 0.232
O -6.95279 3.46524 2.42575 -0.228
C -6.01487 4.14226 2.49163 0.369
Co -4.59060 5.14331 2.58639 0.262
C -4.14533 5.14674 0.88301 0.108
O -3.88746 5.12886 -0.24714 -0.229
C -5.35139 6.65923 3.04008 0.157
O -5.91194 7.63536 3.31336 -0.189
C -3.43834 3.94210 3.71561 -0.081
C -2.70094 2.90878 3.11554 -0.116
C -2.69839 1.57629 2.96109 -0.497
Co -1.88169 4.50044 3.05580 0.442
C -1.19655 4.45889 1.41489 0.200
O -0.65261 4.53929 0.39786 -0.223
C -0.31994 4.26663 3.94204 0.107
O 0.68275 4.14416 4.49924 -0.210
C -2.02979 6.29389 3.15811 0.512
O -1.99692 7.44135 3.29490 -0.257
H -3.81085 3.88574 4.74930 0.561
H -2.10866 1.10616 2.18233 0.071
H -3.28832 0.94939 3.63927 0.286
```

The energy relative to the best compared isomer or geometry (same formula, charge and spin) comes out at 250.23 kJ/mol. The value obtained for the HOMO-LUMO gap is 3.3 eV. As for the total energy: -3789.83070 a.u. Its max |F| is 6.1 eV Å⁻¹. As for the multiplicity: 1. Its net charge is +1.

---

# 8
ORCA calculation (ωB97M-V/def2-TZVPD) on C12H11F2HgN as an isolated structure at a distorted geometry.

```
27
Properties=species:S:1:pos:R:3:mulliken_charge:R:1
Hg 0.55927 1.34928 -1.56153 0.487
C 0.92110 1.88584 -3.52822 -1.202
H 1.17522 1.02235 -4.13891 0.310
H 0.32019 2.71039 -3.89323 0.299
H 1.84207 2.31350 -3.13244 0.253
H 2.36340 2.55968 -0.07944 -0.187
H 2.80751 2.48641 0.49924 0.140
F -4.54413 1.77796 -0.44115 -0.305
C -3.40076 1.12939 -0.02976 0.423
C -2.17967 1.58059 -0.55359 -0.559
C -1.04850 0.81332 -0.22323 -0.217
C -1.01841 -0.26991 0.66697 -0.131
C -2.29981 -0.63881 1.16783 0.592
F -2.47096 -1.79026 1.93217 -0.330
C -3.46526 0.03071 0.82151 -0.767
C 0.26928 -0.97729 0.91332 0.755
C 0.35726 -2.12301 1.72133 -0.615
C 1.58896 -2.73765 1.92457 -0.398
C 2.71359 -2.20910 1.28057 -0.616
C 2.53768 -1.09946 0.44569 -0.266
N 1.35665 -0.49166 0.26657 -0.138
H -2.14760 2.43769 -1.22653 0.368
H -4.42963 -0.31700 1.17157 0.436
H -0.56615 -2.51482 2.13232 0.489
H 1.66171 -3.61016 2.56021 0.429
H 3.70624 -2.63747 1.40137 0.366
H 3.39072 -0.68049 -0.09721 0.384
```

The energy relative to the best compared isomer or geometry (same formula, charge and spin) comes out at 0.00 kJ/mol. The value obtained for the HOMO-LUMO gap is 8.4 eV. As for the total energy: -871.67217 a.u. Its max |F| is 2.4 eV Å⁻¹. As for the multiplicity: 1.

---

Q: Which formula does entry 7 have?
A: C12H11Co2N2O6

---

Q: Which of these has the highest max |F|?
A: C12H11ClN2O3

---

Copy entry 2 word for word.
ORCA calculation (ωB97M-V/def2-TZVPD) on C12H11AsN5ReS6 as an isolated structure at a distorted geometry.

```
36
Properties=species:S:1:pos:R:3:mulliken_charge:R:1
Re -0.47208 -0.30911 1.06673 0.815
N -0.99501 -2.95164 -1.11742 -0.307
C 0.26523 -2.74800 -0.73832 0.324
N 0.64493 -1.76453 0.07666 0.120
C 2.03791 -1.72822 0.22376 -0.285
C 2.69262 -2.70794 -0.41875 -0.124
S 1.58004 -3.71011 -1.29293 -0.112
C 2.50230 -0.61727 1.03483 -0.147
C 3.72032 -0.28503 1.48889 -0.250
S 3.65575 1.19319 2.39073 -0.117
C 1.95949 1.28867 2.13066 0.574
N 1.47796 0.26258 1.42374 -0.182
N 1.20417 2.28559 2.58576 -0.326
H -1.71848 -2.31773 -0.81972 0.116
H -1.24167 -3.69878 -1.74462 0.231
H 3.75242 -2.89522 -0.46858 0.457
H 4.65664 -0.79910 1.34839 0.461
H 1.60935 3.05657 3.09104 0.256
H 0.25682 2.38152 2.25604 0.106
S 0.57659 -2.70905 3.08690 0.047
As -1.54178 -3.12049 3.57105 0.491
S -1.47935 0.19680 3.08100 -0.128
S -0.37511 -4.35273 2.17417 -0.079
S -2.39045 -1.42926 2.17350 -0.162
N -1.03618 0.66899 -0.17726 -0.276
C -1.46431 1.49359 -1.21606 0.755
C -2.32970 2.55038 -0.93015 -0.364
C -2.73281 3.36778 -1.97096 -0.598
C -2.27980 3.12816 -3.26273 -0.458
C -1.42212 2.06704 -3.53223 -0.677
C -1.00537 1.23490 -2.50929 -0.230
H -2.68158 2.71205 0.07990 0.429
H -3.40431 4.19237 -1.77559 0.396
H -2.60183 3.77244 -4.06948 0.416
H -1.07996 1.88937 -4.54234 0.398
H -0.34065 0.40226 -2.69730 0.429
```

The energy relative to the best compared isomer or geometry (same formula, charge and spin) comes out at 7.77 kJ/mol. The value obtained for the HOMO-LUMO gap is 7.6 eV. As for the total energy: -5440.43975 a.u. Its max |F| is 1.1 eV Å⁻¹. As for the multiplicity: 1. Its net charge is +2.